{
  "formula": "C37H87FO11S2",
  "method": "ωB97M-V/def2-TZVPD",
  "fmax_ev_per_a": 0.2,
  "smiles": "CC[C@@]1(CCCS)OS(=O)(=O)O[C@H]1CCF.CCOCC.CCOCC.CCOCC.CCOCC.CCOCC.CCOCC.CCOCC",
  "energy_ev": -86687.0832,
  "homo_lumo_gap_ev": 9.2355,
  "species": ["C", "C", "C", "C", "C", "C", "S", "O", "S", "O", "O", "O", "C", "C", "C", "F", "H", "H", "H", "H", "H", "H", "H", "H", "H", "H", "H", "H", "H", "H", "H", "H", "H", "C", "C", "O", "C", "C", "H", "H", "H", "H", "H", "H", "H", "H", "H", "H", "C", "C", "O", "C", "C", "H", "H", "H", "H", "H", "H", "H", "H", "H", "H", "C", "C", "O", "C", "C", "H", "H", "H", "H", "H", "H", "H", "H", "H", "H", "C", "C", "O", "C", "C", "H", "H", "H", "H", "H", "H", "H", "H", "H", "H", "C", "C", "O", "C", "C", "H", "H", "H", "H", "H", "H", "H", "H", "H", "H", "C", "C", "O", "C", "C", "H", "H", "H", "H", "H", "H", "H", "H", "H", "H", "C", "C", "O", "C", "C", "H", "H", "H", "H", "H", "H", "H", "H", "H", "H"],
  "positions_angstrom": [[-2.9550, -5.7598, -1.1973], [-4.1068, -6.1257, -0.2510], [-5.5463, -5.9376, -0.7537], [-5.8387, -6.6277, -2.0899], [-6.2378, -8.1161, -2.0230], [-7.7253, -8.4057, -2.2490], [-8.8192, -8.4443, -0.7999], [-6.4208, -6.5857, 0.2310], [-6.7640, -5.6408, 1.4478], [-5.9102, -5.8867, 2.5555], [-8.1752, -5.6488, 1.6169], [-6.2904, -4.2923, 0.7589], [-6.0766, -4.4850, -0.6677], [-5.1877, -3.3304, -1.0894], [-5.2605, -2.9324, -2.5569], [-5.6999, -3.9860, -3.3643], [-2.5483, -4.7709, -0.9858], [-3.2353, -5.7760, -2.2504], [-2.1333, -6.4647, -1.0704], [-3.9976, -5.5781, 0.6882], [-4.0434, -7.1854, 0.0074], [-6.6135, -6.0691, -2.6174], [-4.9497, -6.5416, -2.7100], [-5.7010, -8.6217, -2.8304], [-5.9076, -8.5820, -1.0927], [-7.8396, -9.4109, -2.6577], [-8.1316, -7.7181, -2.9930], [-8.8110, -7.1352, -0.5188], [-7.0596, -4.4459, -1.1471], [-5.5176, -2.4666, -0.5087], [-4.1633, -3.5285, -0.7870], [-5.9415, -2.0945, -2.6983], [-4.2773, -2.6400, -2.9256], [-4.2927, 2.3320, -2.4545], [-5.2214, 1.1397, -2.5821], [-5.1156, 0.2058, -1.5185], [-5.4058, 0.7105, -0.2200], [-6.8229, 1.2314, -0.0678], [-3.2573, 1.9981, -2.3657], [-4.3749, 2.9623, -3.3417], [-4.5268, 2.9444, -1.5825], [-4.9648, 0.5685, -3.4757], [-6.2585, 1.4734, -2.7009], [-4.6746, 1.4719, 0.0665], [-5.2433, -0.1350, 0.4502], [-7.0151, 2.0941, -0.7071], [-6.9861, 1.5426, 0.9649], [-7.5507, 0.4560, -0.3130], [-2.4896, -2.0860, 1.2434], [-1.8577, -0.7422, 0.9275], [-2.4826, 0.3582, 1.5645], [-2.4640, 0.3362, 2.9840], [-1.0647, 0.2787, 3.5706], [-3.5474, -2.0854, 0.9794], [-1.9847, -2.8673, 0.6709], [-2.4051, -2.3460, 2.2994], [-1.9472, -0.5311, -0.1396], [-0.7875, -0.7561, 1.1604], [-3.0737, -0.4898, 3.3691], [-2.9592, 1.2627, 3.2776], [-0.5551, -0.6513, 3.3153], [-1.1132, 0.3385, 4.6588], [-0.4520, 1.1076, 3.2155], [-0.9920, 5.2493, -5.1452], [-1.6344, 3.8774, -5.0407], [-2.9627, 3.8180, -5.5316], [-3.1415, 4.1494, -6.8983], [-2.3746, 3.2575, -7.8588], [-1.5942, 5.9962, -4.6262], [-0.0017, 5.2243, -4.6876], [-0.8678, 5.5685, -6.1807], [-1.7182, 3.5866, -3.9937], [-1.0060, 3.1249, -5.5316], [-2.8924, 5.2018, -7.0765], [-4.2130, 4.0419, -7.0682], [-1.2951, 3.3543, -7.7372], [-2.6159, 3.5336, -8.8862], [-2.6437, 2.2109, -7.7099], [1.6786, 2.7724, 7.1100], [2.2823, 2.5505, 5.7342], [1.3381, 2.5687, 4.6775], [0.6059, 3.7707, 4.5134], [1.4666, 4.9886, 4.2263], [0.9042, 2.0317, 7.3138], [2.4554, 2.6789, 7.8702], [1.2381, 3.7650, 7.2106], [2.7310, 1.5579, 5.6819], [3.0841, 3.2750, 5.5500], [-0.0360, 3.9553, 5.3826], [-0.0535, 3.5764, 3.6662], [2.1252, 5.2328, 5.0606], [0.8275, 5.8544, 4.0472], [2.0818, 4.8236, 3.3407], [3.3175, 1.4680, -1.6056], [2.2246, 0.5164, -2.0577], [1.1345, 0.4298, -1.1539], [0.4641, 1.6437, -0.8685], [-0.1881, 2.2981, -2.0729], [3.6851, 1.1970, -0.6149], [4.1571, 1.4237, -2.3011], [2.9728, 2.5027, -1.5723], [2.6140, -0.5008, -2.1085], [1.8792, 0.7790, -3.0651], [1.1402, 2.3488, -0.3714], [-0.2981, 1.3703, -0.1373], [0.5435, 2.6111, -2.8203], [-0.7370, 3.1857, -1.7522], [-0.8892, 1.6107, -2.5497], [4.8790, 0.5065, 3.2175], [5.6707, -0.0605, 2.0510], [5.9025, 0.8665, 1.0037], [6.6301, 2.0327, 1.3510], [8.0266, 1.7587, 1.8792], [3.9209, 0.9029, 2.8776], [4.6870, -0.2825, 3.9464], [5.4181, 1.3042, 3.7304], [5.1084, -0.8682, 1.5814], [6.6154, -0.4896, 2.4044], [6.0661, 2.6418, 2.0669], [6.6891, 2.6042, 0.4240], [8.0081, 1.2048, 2.8190], [8.5522, 2.6969, 2.0620], [8.5992, 1.1774, 1.1550], [14.2416, 2.4869, 2.3002], [12.8814, 2.4160, 2.9721], [11.7873, 2.5803, 2.0860], [11.6802, 1.6242, 1.0457], [11.5216, 0.1932, 1.5295], [14.3576, 3.4308, 1.7662], [15.0264, 2.4172, 3.0548], [14.3935, 1.6716, 1.5920], [12.7786, 3.2321, 3.6876], [12.7857, 1.4810, 3.5361], [12.5299, 1.6987, 0.3574], [10.7932, 1.9263, 0.4884], [12.4008, -0.1578, 2.0713], [11.3756, -0.4688, 0.6745], [10.6565, 0.1040, 2.1880]],
  "forces_ev_per_angstrom": [[0.0358, 0.0457, 0.0249], [-0.0340, -0.0931, -0.0226], [-0.0031, 0.0336, -0.1556], [-0.1264, 0.0051, 0.0587], [0.1213, -0.0492, -0.0488], [-0.0119, -0.0020, 0.0216], [-0.0254, 0.0559, -0.0538], [0.1010, 0.0341, 0.0621], [-0.0689, 0.0119, 0.0006], [-0.0250, -0.0064, 0.0423], [0.0032, 0.0015, 0.0055], [0.0747, 0.0025, -0.0205], [-0.0629, 0.0154, 0.0516], [0.0109, 0.0597, 0.0388], [0.0821, 0.1975, -0.0455], [0.0277, -0.0858, 0.0324], [-0.0294, -0.0026, -0.0231], [0.0115, -0.0024, 0.0257], [-0.0244, 0.0010, -0.0185], [-0.0176, -0.0793, 0.0190], [0.0187, 0.0278, 0.0021], [-0.0356, -0.0429, 0.0347], [-0.0451, 0.0965, -0.0104], [-0.0024, -0.0228, 0.0347], [-0.0115, 0.0278, -0.0150], [0.0435, 0.0230, -0.0111], [-0.0155, -0.0430, 0.0063], [0.0161, -0.0230, 0.0498], [0.0683, 0.0323, -0.0731], [0.0451, 0.0077, -0.0296], [-0.0190, -0.0501, 0.0148], [-0.0836, -0.0921, -0.0491], [-0.0192, 0.0447, 0.0145], [0.0454, 0.0297, 0.0150], [0.0251, 0.0022, -0.0596], [-0.0264, -0.1515, 0.0406], [0.0409, -0.0228, 0.0098], [-0.0125, -0.0057, -0.0273], [-0.0103, 0.0034, 0.0160], [0.0273, -0.0208, -0.0175], [-0.0270, 0.0094, -0.0223], [-0.0166, 0.0173, -0.0141], [0.0006, -0.0012, 0.0304], [-0.0065, -0.0030, -0.0135], [0.0097, 0.0187, 0.0054], [0.0132, 0.0171, 0.0306], [-0.0116, -0.0127, 0.0036], [0.0023, 0.0027, -0.0010], [-0.0143, 0.0144, 0.0539], [0.0965, 0.0292, -0.1151], [-0.1227, 0.0354, 0.0042], [0.0769, 0.0338, 0.0097], [-0.0074, 0.0097, 0.0215], [-0.0167, 0.0023, 0.0216], [-0.0156, 0.0022, -0.0068], [0.0333, -0.0138, -0.0112], [-0.0008, -0.0223, 0.0005], [-0.0023, -0.0483, -0.0339], [0.0056, -0.0165, -0.0462], [0.0097, -0.0083, 0.0263], [-0.0115, -0.0130, 0.0478], [-0.0053, 0.0241, -0.0019], [0.0047, -0.0060, 0.0013], [-0.0256, 0.0138, -0.0077], [0.0023, -0.0176, 0.0306], [-0.0567, -0.0165, 0.0188], [-0.0064, 0.0084, -0.0110], [0.0047, -0.0217, 0.0187], [-0.0001, 0.0011, -0.0072], [-0.0076, 0.0042, 0.0158], [0.0248, -0.0137, -0.0002], [0.0109, -0.0008, -0.0147], [-0.0147, 0.0073, -0.0235], [0.0247, -0.0052, 0.0184], [0.0048, 0.0124, -0.0115], [-0.0014, 0.0224, -0.0171], [-0.0120, -0.0104, 0.0006], [0.0079, 0.0008, 0.0034], [-0.0276, -0.0029, -0.0085], [0.0171, -0.0199, 0.0025], [0.0095, -0.0240, -0.0323], [-0.0200, 0.0014, -0.0120], [0.0232, -0.0143, -0.0097], [-0.0032, 0.0068, -0.0015], [-0.0035, -0.0170, 0.0005], [0.0250, 0.0096, 0.0064], [0.0158, 0.0090, 0.0033], [-0.0186, 0.0193, -0.0106], [0.0248, -0.0080, 0.0171], [-0.0107, 0.0120, 0.0106], [-0.0214, 0.0145, 0.0111], [0.0002, -0.0039, -0.0156], [0.0062, -0.0018, 0.0054], [0.0417, 0.0023, 0.0350], [0.0431, 0.0072, 0.0581], [-0.0672, -0.0649, -0.0517], [-0.0355, -0.0013, 0.1670], [0.0306, -0.0510, -0.0294], [0.0212, 0.0031, -0.0104], [0.0007, -0.0180, 0.0016], [0.0048, 0.0018, -0.0461], [0.0216, 0.0136, -0.0287], [-0.0527, 0.0295, 0.0257], [0.0136, 0.0071, -0.0285], [-0.0186, 0.0476, -0.0137], [0.0063, 0.0197, 0.0159], [-0.0148, -0.0127, 0.0039], [0.0124, -0.0003, -0.0086], [-0.0177, 0.0287, -0.0251], [-0.0312, -0.0076, 0.0153], [-0.0180, -0.0108, -0.0385], [-0.0059, 0.0451, 0.0054], [0.0021, -0.0560, -0.0087], [-0.0013, 0.0091, 0.0109], [-0.0151, -0.0078, -0.0080], [0.0154, -0.0168, 0.0174], [0.0074, -0.0076, 0.0120], [0.0132, 0.0299, -0.0023], [-0.0112, -0.0265, 0.0126], [0.0027, 0.0098, 0.0101], [-0.0034, 0.0325, 0.0180], [0.0127, -0.0031, -0.0209], [-0.0088, -0.0080, 0.0035], [-0.0085, 0.0113, -0.0248], [0.0005, 0.0105, 0.0216], [-0.0182, 0.0110, 0.0002], [-0.0202, -0.0121, -0.0333], [-0.0058, 0.0105, 0.0395], [-0.0009, -0.0061, -0.0052], [-0.0008, 0.0173, 0.0011], [0.0075, -0.0160, 0.0214], [0.0091, -0.0110, 0.0084], [-0.0102, -0.0120, -0.0254], [0.0258, 0.0138, 0.0365], [0.0157, -0.0060, -0.0186], [0.0134, -0.0079, -0.0300], [-0.0172, 0.0034, 0.0005], [0.0067, -0.0017, 0.0044]]
}